The following is a quantum chemistry calculation of a single C4H2IN molecule in a non-equilibrium geometry, from OMol25.

The geometry in XYZ format:
```
8
Properties=species:S:1:pos:R:3:forces:R:3:nbo_charge:R:1
I -0.010898 3.049798 0.595264 -0.1 -0.1 -0.1 0.2520
N -1.514191 -1.649601 1.548649 -1.1 -0.6 0.8 -0.2908
C -0.688130 -1.478877 0.782281 -0.1 0.0 0.4 0.2314
C 0.338531 -1.001936 -0.026819 0.8 2.2 -2.4 -0.3642
C -0.504340 1.814573 -0.995534 0.6 -3.8 1.8 -0.0847
C 0.158226 0.279815 -0.555790 -0.3 0.7 0.1 -0.2213
H 0.988783 0.684816 -1.079485 1.7 -0.2 -1.0 0.2098
H 1.232019 -1.698588 -0.268568 -1.5 1.7 0.4 0.2678
```
Forces are in eV/Å.

relative energy (zero: lowest compared OMol25 entry of this formula, charge and spin) = 65.9 kcal/mol
maximum force = 4.30 eV Å⁻¹
HOMO energy = -9.72 eV
molar mass = 191.0 g mol⁻¹

***

The following is a quantum chemistry calculation of a molecular structure, C28H46CaClF4N3NaO9 in a non-equilibrium geometry, from OMol25.

The geometry in XYZ format:
```
93
Properties=species:S:1:pos:R:3:forces:R:3:mulliken_charge:R:1
Ca 5.038100 -2.769167 3.972623 3.4 -2.6 -1.5 1.5076
Cl 2.924688 0.013500 0.044420 -1.0 4.3 0.2 -0.5784
Na -4.073512 -3.060452 -1.733257 -2.7 0.1 0.9 0.9378
F 2.722631 -0.935984 6.221417 0.8 -0.4 -0.1 -0.2210
F 3.079787 0.493898 4.693978 0.9 -0.5 0.0 -0.1760
F -6.119206 2.880203 0.331193 -0.2 0.4 0.8 -0.8470
F 3.586910 -1.566012 4.347154 -2.4 1.4 0.3 -0.2723
O -1.805251 1.723993 -6.397041 0.3 -1.0 0.7 -0.4942
O -1.368775 -1.824959 -3.554187 -0.2 2.0 0.3 -0.0572
O -2.240867 -3.200088 -2.360835 0.4 -0.7 -1.9 -0.4251
O -6.518956 0.713824 -0.591710 1.4 -1.4 -0.2 -0.4482
O 4.997822 0.817413 6.527924 -0.8 -1.5 -0.9 -0.2624
O -0.252699 1.338923 -4.701386 -2.7 -0.4 -1.0 -0.4664
O -1.765312 -0.229937 -5.087292 -0.8 1.0 -0.7 -0.5019
O 5.947920 -1.064681 5.763002 -1.2 -1.1 -1.2 -0.6620
O 4.115798 -2.085785 -0.043132 -1.2 -2.2 0.4 -0.3668
N -2.507300 -2.475929 -3.304800 2.3 -0.4 2.1 -0.2262
N -5.425983 -4.768500 1.587083 -0.1 0.0 0.0 0.0987
N -4.312701 0.981196 -1.161720 1.0 -2.4 1.6 0.4867
C -5.175723 -4.411249 2.886631 0.1 0.1 0.1 -0.4252
C 3.213360 -2.081493 1.122773 0.4 -2.7 -0.9 0.2091
C -1.374130 1.048323 -5.526636 1.9 -0.8 2.0 0.4953
C -3.834152 2.260915 -0.549617 -0.9 1.9 -0.1 -0.4451
C 3.260789 3.807648 -0.954721 0.7 -0.7 0.0 -0.6202
C 7.213435 1.778924 6.177604 -0.3 -0.1 -0.5 -1.0808
C 3.595366 -0.568792 5.286965 -2.9 2.9 1.2 0.8758
C 6.244817 1.175431 7.174495 1.3 0.7 0.7 -0.2195
C 0.973701 -0.361648 -3.594820 0.5 0.1 1.3 -2.0413
C -3.220679 0.062315 -1.499036 0.7 0.2 -1.5 0.5085
C -7.138524 -5.503034 2.786432 0.0 0.0 -0.2 -0.4983
C 2.939568 -1.555906 -2.377544 -0.7 0.3 0.9 -0.6532
C 4.113547 3.401939 0.334430 -0.4 -0.3 -0.2 -0.8584
C -5.386900 0.326007 -0.407984 -2.1 1.3 0.0 0.2496
C 1.921933 3.048844 -2.995077 -0.1 0.3 -0.6 -0.9104
C -5.197266 -0.817097 0.667397 0.4 -0.6 -0.7 -0.3570
C -0.331733 0.572807 -3.455987 1.7 -0.1 -0.2 1.6135
C 0.358010 3.088465 -2.761874 0.1 0.3 0.7 -1.1854
C 4.988378 -0.313833 5.868587 1.2 1.8 1.4 0.5288
C 1.369249 -1.204672 -2.276136 0.0 -1.3 -1.5 0.0240
C -0.381467 1.720338 -2.349047 0.3 -0.2 0.6 0.6225
C 2.762836 2.514812 -1.782971 0.3 1.7 0.6 0.4907
C -6.220001 -4.856540 3.653744 0.2 0.1 0.0 -0.4200
C -3.034087 0.156663 -3.120189 0.7 0.0 2.1 -1.0605
C -4.309421 3.451485 -1.514357 0.5 0.5 -0.1 -1.1024
C -1.619575 -0.376575 -3.633998 -1.5 2.2 -3.7 0.8266
C 3.483628 -2.647118 -1.290000 0.2 0.8 -0.8 -0.6335
C -6.624963 -5.430464 1.518502 -0.1 -0.1 -0.1 -0.3512
H 7.496560 1.056033 5.409931 0.1 0.0 0.1 0.3037
H -2.246297 0.304916 -0.956935 -1.1 -0.4 -0.7 0.2074
H -0.146039 3.602707 -3.640535 0.5 -0.9 1.0 0.3402
H -3.469350 3.849981 -2.168212 -0.6 -0.5 0.6 0.2611
H 1.072427 -0.740840 -1.304704 0.5 -0.1 -1.1 0.3250
H 3.835314 -1.821571 2.027300 -0.2 0.1 -0.4 -0.9012
H -2.723742 2.292711 -0.334537 -0.9 -0.5 -0.7 0.4103
H -1.437538 2.024725 -2.051956 1.2 -0.6 -0.7 -0.6462
H 0.062819 1.274698 -1.396843 -0.4 0.7 -1.1 0.2740
H 1.883615 0.264000 -3.871491 -1.4 -0.4 0.4 0.4436
H 2.667383 -3.372605 -1.009416 0.8 0.7 -0.2 0.2918
H -3.123045 1.257544 -3.395267 0.4 -1.4 0.3 0.3012
H -6.315503 -4.731576 4.720992 0.0 0.0 -0.1 0.4015
H -6.189107 -1.023489 1.169656 1.3 0.5 -0.5 0.4131
H 5.998927 1.910683 7.940250 -0.4 -0.1 -0.2 0.3361
H 3.140866 -1.885236 -3.446149 -0.1 0.0 1.4 0.5794
H -4.347836 -0.658336 1.388747 -0.9 0.0 -0.7 0.2759
H -4.379467 2.432296 0.432921 0.2 -0.1 -1.2 0.6133
H 2.348722 -1.276559 1.061802 1.3 -1.1 0.3 0.2655
H -4.955495 -1.782539 0.089165 -0.2 0.8 0.8 -0.4459
H 0.828708 -1.063219 -4.480184 0.0 0.9 1.1 0.4951
H 3.642872 2.462744 0.774141 0.7 1.2 -0.3 0.0339
H 4.163599 4.219424 1.113299 -0.2 -0.8 -0.9 0.3404
H 2.164911 2.543513 -3.985528 -0.3 0.4 1.3 0.3125
H 6.755312 2.626621 5.663167 0.1 0.0 0.2 0.3367
H 2.773035 -3.137198 1.180659 0.5 0.7 0.3 0.4959
H 6.675923 0.311399 7.684896 -0.3 -0.1 -0.2 0.3127
H -4.707996 4.332125 -0.929573 0.4 -1.3 -0.5 0.3141
H 3.500788 -0.596329 -2.205342 -0.4 -1.1 -0.3 0.0853
H -4.825350 -4.574522 0.807464 0.0 -0.1 0.2 0.1031
H 3.703253 1.976301 -2.110356 -1.2 0.3 0.3 0.2163
H -3.441083 -1.025859 -1.273078 0.0 1.2 0.1 -1.0432
H 2.379908 4.467718 -0.665974 1.1 -0.8 -0.4 0.2787
H 2.245738 4.133436 -3.141900 -0.5 -1.3 0.0 0.5188
H -3.926417 -0.350082 -3.581563 1.2 0.4 0.1 0.5595
H 0.200861 3.797510 -1.880851 0.0 -1.0 -1.0 0.4320
H -4.278415 -3.873981 3.150199 -0.1 0.0 0.0 0.3599
H 5.182963 3.154769 0.054880 -1.2 0.2 0.2 0.2516
H 0.795506 -2.190738 -2.348380 0.7 1.1 0.2 0.2866
H -7.005113 -5.791735 0.575953 0.0 0.0 0.1 0.3542
H 2.188037 1.891134 -1.052079 0.5 0.4 -1.1 -0.3246
H 8.119183 2.119575 6.680460 -0.1 -0.1 0.1 0.3756
H 4.318442 -3.183173 -1.828390 -0.8 0.4 0.9 0.2845
H -8.072045 -5.967914 3.062035 0.1 0.0 0.0 0.3894
H -5.131242 3.119095 -2.216611 0.9 0.2 1.1 0.2379
H 3.962318 4.353890 -1.653062 -1.0 -0.2 0.7 0.3355
```
Forces are in eV/Å.

maximum force = 4.56 eV Å⁻¹
total charge = +1
HOMO energy = -7.31 eV
molar mass = 743.2 g mol⁻¹

***

The following is a quantum chemistry calculation of a single C5H11N molecule in a non-equilibrium geometry, from OMol25.

The geometry in XYZ format:
```
17
Properties=species:S:1:pos:R:3:forces:R:3:nbo_charge:R:1
N -1.546712 -0.659360 -1.341804 -1.0 -0.3 1.8 -0.8304
C 0.399093 0.065892 0.802145 -1.1 0.2 0.2 0.0514
C -0.539307 -0.577770 1.518490 1.5 -0.2 0.7 -0.4716
C -0.250132 -0.158695 -1.649125 1.7 -0.1 1.3 -0.1878
C 0.879569 -0.485667 -0.480460 -1.1 0.1 -1.4 -0.4671
C 0.751280 1.496852 1.084858 0.1 -0.1 0.2 -0.6469
H -1.547953 -1.673676 -1.413650 -0.1 0.1 -0.1 0.3457
H 0.960881 -1.572964 -0.440665 0.1 0.0 0.0 0.2073
H 1.833047 1.632455 1.070431 0.1 0.0 -0.1 0.2154
H -0.884050 -0.182320 2.460969 -0.3 0.3 0.0 0.1993
H 1.821654 -0.042799 -0.799621 0.1 -0.1 0.0 0.2095
H 0.320443 2.153917 0.329784 0.0 0.1 -0.1 0.2181
H 0.397378 1.814921 2.062798 -0.1 0.0 0.0 0.2167
H 0.127957 -0.607907 -2.569635 -0.1 0.2 0.0 0.1949
H -1.749230 -0.485330 -0.302236 0.3 -0.1 -1.9 0.3710
H -0.295698 0.927036 -1.749519 0.1 0.0 -0.2 0.1776
H -0.678222 -1.644584 1.417238 -0.3 -0.1 -0.4 0.1970
```
Forces are in eV/Å.

relative energy (zero: lowest compared OMol25 entry of this formula, charge and spin) = 21.3 kcal/mol
maximum force = 2.14 eV Å⁻¹
HOMO energy = -9.05 eV
molar mass = 85.1 g mol⁻¹

***

The following is a quantum chemistry calculation of a molecular structure, C29H28FN5O7Ru in a non-equilibrium geometry, from OMol25.

The geometry in XYZ format:
```
71
Properties=species:S:1:pos:R:3:forces:R:3:mulliken_charge:R:1
Ru 0.186634 -0.004942 0.273790 -0.4 0.7 2.2 1.1961
F 5.621516 -1.369038 3.241265 0.0 0.0 0.0 -0.3208
O -1.381238 -0.884022 1.034467 -1.4 -0.1 -0.1 -0.8301
O 0.966483 1.372796 1.630309 0.0 0.6 0.1 -0.1695
O 2.097621 0.399511 -0.376161 0.7 -0.1 -0.7 -0.4796
O 0.737839 -1.789245 -0.119356 -0.2 -0.3 -0.7 -0.9649
O 6.518099 1.227722 3.715974 0.0 0.0 0.1 -0.5731
O 2.530482 -1.417952 -1.648402 0.1 0.1 0.3 -0.2640
O 5.254692 2.478080 -0.470334 0.0 0.2 -0.1 -0.6128
N 5.909915 1.811429 1.602677 0.0 0.1 0.0 -0.0285
N -1.104477 1.586279 0.402698 0.4 -0.4 -1.1 0.4926
N -2.334786 1.579866 0.147613 -1.0 0.7 0.6 -0.4703
N 1.421841 -3.450207 -1.489714 0.2 0.0 0.0 -0.1621
N 4.927210 0.300605 0.133958 0.0 0.2 0.0 0.1815
C 6.045581 0.909119 2.659637 -0.1 -0.2 -0.1 0.2911
C -7.245429 0.871745 -0.744270 0.0 0.2 0.0 -0.5676
C -1.180004 -2.033253 -2.483147 0.0 0.0 0.0 0.2261
C 4.335009 -0.012671 -1.143046 0.0 0.0 -0.2 -1.3191
C -5.352045 -0.468343 -0.086037 -0.3 0.4 -0.1 0.8315
C 5.021249 -0.682007 1.103785 0.1 0.0 0.2 -0.2363
C -1.151454 4.082889 0.618423 -0.1 0.5 -0.3 -0.4507
C -5.071433 1.899447 -0.497543 0.1 -0.1 -0.1 -0.2605
C -1.327940 -3.554011 -2.402565 0.0 -0.1 0.0 -1.0830
C 5.537735 -0.427079 2.309058 0.0 0.1 -0.2 0.3694
C 0.650297 2.716684 1.382511 0.4 0.0 0.4 1.2900
C -6.409264 1.998951 -0.786529 -0.1 0.0 0.0 -0.7591
C 0.255001 -1.507083 -2.497615 0.1 0.0 0.1 -1.1662
C -0.965418 -4.128436 -1.028170 0.0 0.1 0.0 -0.0592
C 0.819952 5.073127 1.593609 -0.1 0.0 0.0 -0.8455
C -3.508601 -1.829480 0.736098 -0.3 -0.3 0.2 -0.1454
C -2.629633 -0.726439 0.648803 1.3 -0.7 0.3 0.9815
C -4.511966 0.659106 -0.151941 -0.3 0.1 -0.1 0.3241
C -0.566228 2.847475 0.764746 0.0 -0.4 -0.1 0.0223
C 2.144465 1.120993 2.397828 0.3 -0.3 0.2 -0.9355
C -3.108768 0.495867 0.171166 0.1 0.4 -0.6 -0.1301
C 0.528976 -4.411896 -0.841956 -0.1 -0.1 0.0 -0.9972
C 5.363338 1.603332 0.352338 -0.1 -0.2 0.1 0.4716
C 1.377483 3.815182 1.792916 0.2 -0.3 0.1 -0.7771
C -6.725311 -0.343858 -0.395950 0.3 -0.1 0.0 -0.9552
C 2.859718 -0.348773 -1.031382 -0.2 0.2 0.0 0.6614
C -4.809518 -1.704084 0.347954 0.5 -0.3 0.2 -1.0529
C -0.438131 5.206661 1.025108 -0.1 -0.2 0.0 -0.7668
C 1.109361 -2.086870 -1.364789 0.1 -0.2 -0.6 0.9253
H 0.767796 -4.463590 0.220339 0.0 0.0 0.0 0.2639
H 1.638588 -3.697688 -2.444060 -0.1 0.0 0.0 0.3500
H -2.128529 4.169442 0.161636 0.1 0.0 0.0 0.4518
H -0.727464 -4.029410 -3.186302 0.0 0.0 0.0 0.3726
H -1.673887 -1.663497 -3.383499 0.0 0.0 0.0 0.4466
H 6.260493 2.746899 1.768323 0.0 0.0 0.0 0.2425
H -0.869797 6.188371 0.895924 0.0 0.0 0.0 0.4340
H -4.443638 2.778284 -0.533988 0.0 0.0 0.0 0.4328
H -1.513706 -5.052549 -0.843972 0.0 0.0 0.0 0.4988
H 4.653472 -1.664463 0.837750 0.0 0.0 0.0 0.5112
H 0.748387 -1.770664 -3.436266 0.0 0.0 0.0 0.4735
H -5.467001 -2.564145 0.371835 0.0 -0.1 0.1 0.4189
H -1.280800 -3.412327 -0.263523 0.0 -0.1 0.0 -0.0835
H 2.036975 1.593997 3.373173 0.0 0.0 0.0 0.5336
H 0.251240 -0.408616 -2.444215 0.0 -0.1 0.0 0.3735
H 3.027090 1.492516 1.878407 -0.1 0.0 0.0 0.1501
H -1.720449 -1.591467 -1.639346 0.0 0.0 0.0 -0.3727
H -3.094004 -2.762536 1.091521 -0.1 0.0 0.0 0.5018
H -8.297186 0.967203 -0.975097 0.0 0.0 0.0 0.4092
H 4.838550 -0.861450 -1.604296 0.0 0.0 0.0 0.3657
H -2.365050 -3.801264 -2.632341 0.0 0.0 0.0 0.4966
H 4.450871 0.867855 -1.779244 0.0 -0.1 0.0 0.3708
H 2.204498 0.040584 2.517614 0.0 0.1 0.0 0.3247
H -7.359744 -1.219312 -0.345125 0.0 0.0 0.0 0.4170
H 0.785010 -5.379613 -1.274135 0.0 0.0 0.0 0.4316
H 1.366684 5.949745 1.908958 0.0 0.0 0.0 0.4280
H 2.337087 3.706844 2.277259 0.0 0.0 0.0 0.4512
H -6.824359 2.963658 -1.045138 0.0 0.0 0.0 0.4246
```
Forces are in eV/Å.

maximum force = 2.31 eV Å⁻¹
total charge = +1
HOMO energy (spin up / spin down) = -10.84 / -10.92 eV
2S+1 = 2
molar mass = 678.6 g mol⁻¹